Entry 1:
Computed, not measured: the molecule C9H18O, with ωB97M-V with the def2-TZVPD basis set.

Geometry as XYZ:
```
28
Properties=species:S:1:pos:R:3
O 0.197 0.872 1.748
C -1.856 -0.318 0.641
C 0.260 1.164 -1.307
C 2.204 -0.305 -0.186
C 2.672 -1.729 -0.308
C -2.598 0.914 1.146
C 0.489 -0.097 -0.485
C -2.427 -0.793 -0.687
C 3.068 0.682 0.072
C -0.099 -0.179 0.878
H 2.210 -2.216 -1.174
H -2.051 -1.123 1.361
H 0.247 -0.977 -1.083
H -0.663 1.084 -1.885
H 2.403 -2.304 0.585
H -2.290 1.183 2.161
H 4.133 0.492 0.208
H -3.480 -1.084 -0.574
H 0.195 2.068 -0.697
H -2.413 -0.004 -1.444
H -1.898 -1.668 -1.072
H 0.166 -1.109 1.382
H 0.067 1.718 1.293
H 2.752 1.712 0.212
H -3.680 0.733 1.200
H 3.758 -1.801 -0.447
H 1.070 1.309 -2.029
H -2.436 1.775 0.490
```

Output
Orbital gap   9.844 eV
SMILES string   C=C(C)[C@H](C)[C@@H](O)C(C)C
Lowest unoccupied orbital energy   0.878 eV
Energy above the lowest of the compared OMol25 structures with the same formula, charge and spin   182.6 kJ/mol
Calculated total energy   -428.889754 a.u.

Entry 2:
Computed, not measured: a structure of composition C6H10O, with ωB97M-V with the def2-TZVPD basis set.

Geometry as XYZ:
```
17
Properties=species:S:1:pos:R:3
O 0.197 -0.286 -1.419
C -0.972 -0.880 -0.831
C 0.646 -0.084 -0.062
C 1.991 0.571 -0.011
C -1.640 0.329 -0.132
C -0.136 -1.449 0.320
C -0.349 0.869 0.561
H -2.009 1.063 -0.845
H -1.544 -1.493 -1.536
H 0.148 1.976 0.276
H 2.438 0.584 0.986
H -0.691 -1.623 1.265
H 1.497 1.756 -0.101
H -0.331 0.808 1.659
H -2.455 0.013 0.531
H 0.491 -2.295 0.079
H 2.718 0.141 -0.740
```

Output
Orbital gap   10.533 eV
Lowest unoccupied orbital energy   1.014 eV
Energy above the lowest of the compared OMol25 structures with the same formula, charge and spin   252.8 kJ/mol
Calculated total energy   -309.746072 a.u.

Entry 3:
Computed, not measured: a cluster of 2 separate species, C3H13N2O in total, with ωB97M-V with the def2-TZVPD basis set.

Geometry as XYZ:
```
19
Properties=species:S:1:pos:R:3
O -0.517 -0.358 3.314
N -0.856 0.733 0.424
N 2.194 0.993 -0.733
C -0.157 0.260 -0.905
C 1.304 -0.244 -0.457
C -1.069 -0.851 -1.544
H 1.442 -0.729 0.492
H -0.713 -1.796 -1.004
H -1.824 1.000 0.333
H -0.694 0.012 1.214
H -0.615 -1.244 3.101
H -0.154 1.320 -1.419
H 3.005 1.021 -0.085
H -2.187 -0.737 -1.102
H -1.508 -0.160 3.224
H -0.284 1.542 0.588
H 1.988 1.351 -1.662
H 1.604 -1.004 -1.300
H -0.960 -1.109 -2.477
```

Output
Orbital gap   9.495 eV
Lowest unoccupied orbital energy   -3.464 eV
Net charge   +1
Energy above the lowest of the compared OMol25 structures with the same formula, charge and spin   297.2 kJ/mol
Calculated total energy   -306.522479 a.u.

Entry 4:
Computed, not measured: a cluster of 2 separate species, CH3N2O2S in total, with ωB97M-V with the def2-TZVPD basis set.

Geometry as XYZ:
```
9
Properties=species:S:1:pos:R:3
S -0.724 2.900 -0.960
O -1.307 3.589 0.212
O 0.476 3.644 -1.412
N 0.159 -1.012 -0.166
N 0.854 -2.276 0.094
C 0.213 -1.544 1.178
H -0.704 -1.946 1.516
H -0.789 -1.241 -0.722
H 1.823 -2.114 0.261
```

Output
Orbital gap (spin up / spin down)   8.195 / 3.075 eV
Lowest unoccupied orbital energy (spin up / spin down)   3.683 / 1.992 eV
Net charge   -1
Energy above the lowest of the compared OMol25 structures with the same formula, charge and spin   522.5 kJ/mol
Calculated total energy   -697.938779 a.u.

Entry 5:
Computed, not measured: a cluster of 2 separate species, C2H7ClSi in total, with ωB97M-V with the def2-TZVPD basis set.

Geometry as XYZ:
```
11
Properties=species:S:1:pos:R:3
Cl -4.578 0.255 -0.261
Si 0.182 -0.771 -0.123
C 1.163 0.809 -0.513
C -1.462 -0.265 0.672
H -2.206 0.159 -0.089
H -1.889 -1.014 1.338
H 1.508 1.397 0.298
H -1.418 0.497 1.444
H 2.142 0.490 -1.016
H 1.189 -1.818 -0.375
H 0.663 1.508 -1.030
```

Output
Orbital gap (spin up / spin down)   4.110 / 4.112 eV
Lowest unoccupied orbital energy (spin up / spin down)   -3.212 / -3.212 eV
Energy above the lowest of the compared OMol25 structures with the same formula, charge and spin   463.3 kJ/mol
Calculated total energy   -829.935475 a.u.

Entry 6:
Computed, not measured: the molecule C5H13N2O, with ωB97M-V with the def2-TZVPD basis set.

Geometry as XYZ:
```
21
Properties=species:S:1:pos:R:3
O 3.624 0.498 -0.584
N -1.671 1.732 0.225
N -2.910 -1.193 -0.047
C -1.571 -0.670 0.142
C 0.494 0.741 0.452
C -0.993 0.539 0.289
C 1.243 -0.072 -0.582
C 2.596 -0.371 0.004
H -3.167 -1.710 0.813
H 0.722 -0.998 -1.024
H 0.717 0.338 1.444
H -2.938 -2.069 -0.712
H 0.814 1.719 0.558
H 4.515 0.092 -0.464
H 1.163 0.424 -1.527
H -0.818 -1.495 0.052
H 2.748 -0.199 1.065
H -2.667 1.908 0.288
H -1.135 2.648 0.068
H 2.792 -1.379 -0.046
H -3.559 -0.482 -0.415
```

Output
Orbital gap (spin up / spin down)   4.478 / 9.187 eV
Lowest unoccupied orbital energy (spin up / spin down)   0.737 / 0.689 eV
Spin multiplicity   2
Energy above the lowest of the compared OMol25 structures with the same formula, charge and spin   397.7 kJ/mol
Calculated total energy   -382.860444 a.u.

Entry 7:
Computed, not measured: the molecule C3H4N2O2, with ωB97M-V with the def2-TZVPD basis set.

Geometry as XYZ:
```
11
Properties=species:S:1:pos:R:3
O -0.650 0.467 2.060
O -0.803 0.680 -0.964
N -1.250 0.119 -2.048
N -0.593 -1.073 -2.229
C 0.272 0.155 -0.443
C 0.398 0.734 1.085
C 0.522 -0.963 -1.168
H 1.409 0.459 1.657
H -0.758 -0.588 2.313
H 1.200 -1.929 -1.085
H 0.253 1.939 0.820
```

Output
Orbital gap   11.063 eV
SMILES string   OCc1cnno1
Lowest unoccupied orbital energy   0.501 eV
Energy above the lowest of the compared OMol25 structures with the same formula, charge and spin   610.3 kJ/mol
Calculated total energy   -376.531362 a.u.

Entry 8:
Computed, not measured: a structure of composition C16H14F3ILiN2O4, with ωB97M-V with the def2-TZVPD basis set.

Geometry as XYZ:
```
41
Properties=species:S:1:pos:R:3
I -5.069 6.623 -3.306
F -0.780 1.019 6.748
F -0.629 -1.122 6.736
F 1.150 0.079 6.822
O -2.769 0.294 -1.258
O -1.099 1.535 -0.460
O 2.260 -0.618 -2.623
O 1.860 -0.081 -0.502
N -0.891 -1.628 -0.414
N -0.016 -0.010 1.994
C -0.018 0.007 4.744
C 1.181 0.088 4.046
C -2.810 2.614 -1.684
C -0.183 -2.300 -1.484
C -0.058 -0.002 6.246
C -2.201 3.855 -1.562
C 1.322 -2.292 -1.208
C 1.871 -0.867 -1.485
C -4.070 4.876 -2.625
C 1.118 0.074 2.655
C -2.828 4.997 -2.031
C -2.159 1.359 -1.093
C -4.686 3.652 -2.786
C -1.152 -0.075 2.656
C -4.045 2.520 -2.313
C -1.216 -0.074 4.044
Li 0.138 0.220 -0.320
H 1.501 -2.548 -0.162
H -1.162 -2.290 0.303
H -2.042 -0.131 2.052
H -1.231 3.916 -1.090
H -4.499 1.546 -2.420
H -5.654 3.572 -3.259
H 2.000 0.120 2.037
H -2.361 5.964 -1.922
H -2.159 -0.139 4.565
H -0.530 -3.347 -1.618
H 2.124 0.155 4.564
H -1.731 -1.156 -0.748
H 1.824 -3.002 -1.868
H -0.358 -1.769 -2.425
```

Output
Orbital gap   7.481 eV
Lowest unoccupied orbital energy   2.146 eV
Net charge   -1
Energy above the lowest of the compared OMol25 structures with the same formula, charge and spin   44.6 kJ/mol
Calculated total energy   -1633.640398 a.u.

Entry 9:
Computed, not measured: the molecule C4H8O2, with ωB97M-V with the def2-TZVPD basis set.

Geometry as XYZ:
```
14
Properties=species:S:1:pos:R:3
O -1.785 0.521 -0.597
O -1.059 -0.768 1.067
C 1.379 1.126 0.524
C 1.282 -1.136 -0.519
C 0.608 0.186 -0.411
C -0.816 -0.099 0.107
H -1.452 1.104 -1.317
H 2.410 -1.069 -0.667
H 0.914 2.119 0.489
H 1.039 -1.723 0.437
H 0.842 -1.703 -1.309
H 2.391 1.329 0.187
H 0.467 0.625 -1.395
H 1.423 0.837 1.610
```

Output
Orbital gap   10.978 eV
SMILES string   CC(C)C(=O)O
Lowest unoccupied orbital energy   0.561 eV
Energy above the lowest of the compared OMol25 structures with the same formula, charge and spin   45.2 kJ/mol
Calculated total energy   -307.695226 a.u.

Entry 10:
Computed, not measured: a cluster of 9 separate species, C18H54O9 in total, with ωB97M-V with the def2-TZVPD basis set.

Geometry as XYZ:
```
81
Properties=species:S:1:pos:R:3
O 0.390 0.411 1.179
O 0.875 4.127 -3.529
O 0.104 0.345 6.117
O -2.146 0.732 1.838
O 3.270 -3.871 -2.520
O 2.983 0.172 1.579
O -3.695 -5.473 -1.942
O 3.780 2.433 0.473
O -3.656 2.707 -1.926
C -2.699 -5.499 -0.948
C 3.366 3.318 1.486
C -3.611 0.511 -1.175
C -2.963 -0.210 2.492
C -2.118 -4.135 -0.897
C 1.230 1.516 4.398
C 3.851 -1.174 -0.175
C 0.531 0.356 -0.199
C 1.900 3.610 1.233
C 1.985 -3.777 -3.043
C -1.476 4.597 -3.366
C 3.471 -1.108 1.289
C -0.165 4.335 -2.629
C 1.892 -2.540 -3.969
C 0.114 -1.086 -0.643
C -2.737 1.717 -1.527
C -0.138 1.232 5.035
C -2.394 -1.625 2.225
H -2.787 -3.367 -0.508
H -1.341 -1.706 2.493
H 2.044 0.116 1.385
H -3.958 2.403 -2.786
H 1.406 2.685 0.935
H -1.976 1.467 -2.266
H -0.585 2.110 5.501
H -2.790 -0.053 3.557
H -4.267 0.759 -0.340
H -2.602 1.576 1.847
H -0.132 1.078 -0.675
H -1.636 -3.866 -1.836
H 4.369 -1.220 1.896
H 2.018 1.729 5.120
H 4.632 -0.446 -0.398
H 2.659 -2.539 -4.743
H 1.644 0.685 3.827
H -0.538 0.463 1.419
H -2.999 -0.339 -0.873
H -2.509 -1.792 1.154
H 1.325 -3.742 -2.176
H 3.575 1.546 0.778
H -2.235 4.728 -2.595
H -1.939 -6.245 -1.179
H 0.010 -1.083 -1.728
H 1.796 -4.686 -3.613
H 1.838 4.286 0.380
H -3.171 -5.841 -0.027
H -4.003 -0.217 2.167
H -1.520 5.468 -4.020
H 1.125 2.362 3.718
H -0.309 3.406 -2.077
H -0.876 0.783 4.370
H 1.675 3.915 -3.044
H -0.760 0.166 6.497
H -0.853 -1.340 -0.210
H 1.346 4.085 2.042
H 2.935 -1.134 -0.766
H 1.555 0.626 -0.459
H 3.919 4.257 1.474
H 2.006 -1.651 -3.349
H 0.139 5.094 -1.908
H -1.661 3.793 -4.078
H 3.490 2.769 2.420
H 4.304 -2.152 -0.335
H -1.334 -4.087 -0.141
H 0.919 -2.473 -4.455
H -4.363 0.265 -1.925
H 2.799 -1.948 1.466
H -2.239 2.040 -0.612
H -3.255 -5.493 -2.796
H -2.940 -2.380 2.790
H 0.760 -1.887 -0.282
H 3.346 -4.593 -1.892
```

Output
Orbital gap (spin up / spin down)   1.670 / 9.408 eV
Lowest unoccupied orbital energy (spin up / spin down)   2.163 / 2.048 eV
Spin multiplicity   2
Net charge   -1
Energy above the lowest of the compared OMol25 structures with the same formula, charge and spin   160.8 kJ/mol
Calculated total energy   -1395.204642 a.u.

Entry 11:
Computed, not measured: the molecule C2H5PS, with ωB97M-V with the def2-TZVPD basis set.

Geometry as XYZ:
```
9
Properties=species:S:1:pos:R:3
S 0.147 -0.483 -1.059
P 2.092 -1.611 0.951
C 0.799 -0.549 0.606
C -1.141 0.831 -1.080
H -1.852 0.532 -1.723
H 2.190 -1.208 2.343
H -0.892 1.869 -1.163
H -1.442 0.594 -0.066
H 0.099 0.025 1.190
```

Output
Orbital gap   8.244 eV
SMILES string   [H]/P=C/SC
Lowest unoccupied orbital energy   0.078 eV
Energy above the lowest of the compared OMol25 structures with the same formula, charge and spin   84.1 kJ/mol
Calculated total energy   -818.665845 a.u.

Entry 12:
Computed, not measured: the molecule C6H8NO2PS, with ωB97M-V with the def2-TZVPD basis set.

Geometry as XYZ:
```
19
Properties=species:S:1:pos:R:3
S 2.464 -1.802 0.308
P 0.418 -2.291 -0.334
O 0.093 -3.592 0.201
O 1.226 0.472 2.184
N -0.745 -1.149 -0.201
C 2.717 -0.114 0.381
C 3.548 0.497 -0.588
C -1.889 -1.535 0.590
C 4.301 1.224 -1.225
C -0.439 0.237 -0.660
C 1.943 0.832 1.290
H 2.107 1.870 1.065
H -0.666 0.899 0.090
H 0.678 0.410 -0.493
H -1.934 -1.064 1.535
H -1.842 -2.588 0.723
H -1.012 0.381 -1.558
H -2.824 -1.306 0.087
H 4.965 1.731 -1.784
```

Output
Orbital gap (spin up / spin down)   6.811 / 6.115 eV
Lowest unoccupied orbital energy (spin up / spin down)   -1.571 / -1.978 eV
Energy above the lowest of the compared OMol25 structures with the same formula, charge and spin   369.0 kJ/mol
Calculated total energy   -1178.067209 a.u.

Question: Which of these has the lowest calculated total energy?
Answer: C16H14F3ILiN2O4

Question: Look up the calculated total energy of the first one.
Answer: -428.889754 a.u.

Question: What is the formula in the second record?
Answer: C6H10O

Question: The lowest energy above the lowest of the compared OMol25 structures with the same formula, charge and spin belongs to which entry?
Answer: C16H14F3ILiN2O4